Record 1
Computed, not measured: C5H9Br2NO3 as an isolated structure, with ωB97M-V/def2-TZVPD.

```
20
C5H9Br2NO3 ωB97M-V/def2-TZVPD
C -1.055 -1.127 -1.169
C -0.938 -1.572 1.343
C -1.128 -0.549 0.250
C -0.886 0.777 0.404
C 1.740 1.628 0.081
N 1.683 1.099 -1.094
O 1.377 1.635 -2.136
O 2.195 -0.219 -1.152
O -0.723 1.502 1.574
Br 2.290 0.715 1.672
Br 1.241 3.454 0.352
H -1.489 -2.094 -1.220
H -0.098 -1.173 -1.503
H -1.652 -0.463 -1.988
H -0.376 -2.291 0.967
H -1.962 -1.860 1.693
H -0.371 -0.991 2.059
H 1.908 -0.636 -1.984
H -1.007 1.409 -0.353
H -0.750 0.757 2.204
```

## Properties
Multiplicity: 1
HOMO-LUMO gap: 8.66 eV
Charge: 0
E: -153042.46662 eV

Löwdin atomic charge list, values in e, 4 entries: C -0.05; C -0.03; C -0.29; C -0.23

=====

Record 2
Computed, not measured: C5H9Br3O3 as an isolated structure, with ωB97M-V/def2-TZVPD.

```
20
C5H9Br3O3 ωB97M-V/def2-TZVPD
C -6.419 -9.434 12.544
C -6.856 -9.032 13.925
O -5.992 -9.685 14.860
C -6.148 -9.284 16.136
O -6.932 -8.459 16.508
O -5.295 -9.883 16.963
C -4.321 -10.799 16.443
H -7.176 -9.130 11.820
H -6.295 -10.514 12.440
H -5.471 -8.973 12.254
H -7.882 -9.354 14.114
H -6.805 -7.953 14.049
H -3.645 -11.006 17.268
H -3.752 -10.362 15.627
H -4.793 -11.726 16.125
C -6.533 -12.078 9.687
Br -5.877 -13.765 9.002
Br -8.252 -12.277 10.515
Br -6.583 -10.746 8.303
H -5.838 -11.769 10.452
```

## Properties
Multiplicity: 1
HOMO-LUMO gap: 10.36 eV
Charge: 0
E: -221600.56511 eV

Löwdin atomic charge list, values in e, 4 entries: C -0.08; C -0.21; O 0.00; C -0.60

=====

Record 3
Computed, not measured: C5H9BrO2S as an isolated structure, with ωB97M-V/def2-TZVPD.

```
18
C5H9BrO2S ωB97M-V/def2-TZVPD
C 0.305 1.606 0.527
C -2.915 -1.070 -0.095
C 0.949 0.494 0.153
C 1.032 -0.602 1.155
C 1.645 0.333 -1.177
O -0.490 -1.694 -0.817
O -1.536 0.339 -1.748
S -1.342 -0.560 -0.664
Br -3.659 0.564 0.471
H 0.269 2.596 -0.062
H -0.230 1.723 1.424
H -2.557 -1.657 0.771
H 0.076 -0.717 1.774
H 1.906 -0.524 1.853
H 1.015 -1.582 0.584
H 1.608 -0.731 -1.369
H 2.662 0.382 -0.881
H 1.261 1.102 -1.897
```

## Properties
Multiplicity: 1
HOMO-LUMO gap (alpha / beta): 7.24 / 7.24 eV
Charge: 0
E: -90298.58738 eV

Löwdin atomic charge list, values in e, 4 entries: C 0.03; C -0.65; C -0.51; C -0.10

=====

Record 4
Computed, not measured: C5H9CaO3 as an isolated structure, with ωB97M-V/def2-TZVPD.

```
18
C5H9CaO3 ωB97M-V/def2-TZVPD
H -2.701 2.022 2.623
O 1.361 -0.357 -0.262
Ca 3.551 2.574 -0.560
O 1.305 1.849 -0.362
C 0.719 0.781 -0.243
O -0.576 0.654 -0.067
C -1.451 1.736 -0.210
C 0.631 -1.609 -0.209
C 1.622 -2.740 -0.311
H 0.072 -1.642 0.734
H -0.091 -1.625 -1.034
H 2.348 -2.707 0.511
H 1.070 -3.688 -0.250
H 2.158 -2.713 -1.268
C -2.638 1.643 0.425
H -0.972 2.686 -0.452
H -3.334 2.474 0.311
H -3.075 0.661 0.624
```

## Properties
Multiplicity: 1
HOMO-LUMO gap: 4.58 eV
Charge: -1
E: -29908.04166 eV

Löwdin atomic charge list, values in e, 4 entries: H -0.22; O -0.01; Ca 0.28; O -0.25

=====

Record 5
Computed, not measured: C5H9CdO3 as an isolated structure, with ωB97M-V/def2-TZVPD.

```
18
C5H9CdO3 ωB97M-V/def2-TZVPD
O 1.135 -1.841 -0.387
C 1.837 -1.243 -1.343
C 2.184 0.141 -1.299
H 1.959 -1.797 -2.287
H 3.086 0.274 -0.679
H 2.490 0.930 -1.990
O -1.527 -0.456 1.878
C -1.693 0.923 1.833
C -1.332 1.487 0.460
O -0.077 0.894 0.095
C 0.470 1.261 -1.136
Cd -0.052 -1.025 0.829
H -1.060 1.433 2.590
H -2.736 1.228 2.043
H -1.226 2.582 0.475
H -2.080 1.197 -0.296
H 0.019 0.744 -1.991
H 0.670 2.337 -1.177
```

## Properties
Multiplicity: 2
HOMO-LUMO gap (alpha / beta): 6.76 / 9.90 eV
<S²>: 0.764
Charge: 0
E: -16031.53182 eV

Löwdin atomic charge list, values in e, 4 entries: O -0.39; C -0.38; C -0.11; H 0.10

=====

Record 6
Computed, not measured: one molecule with the formula C5H9Cl, with ωB97M-V/def2-TZVPD.

```
15
C5H9Cl ωB97M-V/def2-TZVPD
C 1.498 -0.858 -0.718
C 0.825 -0.007 0.394
C -0.255 -0.327 1.367
C -0.455 0.745 0.281
C -1.575 0.464 -0.730
Cl -0.350 2.489 0.826
H 1.976 -0.160 -1.454
H 2.276 -1.534 -0.382
H 0.750 -1.468 -1.261
H 1.532 0.718 0.832
H 0.057 -0.033 2.415
H -0.862 -1.315 1.342
H -2.536 0.594 -0.303
H -1.477 1.166 -1.515
H -1.405 -0.475 -1.093
```

## Properties
Multiplicity: 1
HOMO-LUMO gap: 10.85 eV
Charge: 0
E: -17852.23349 eV

Löwdin atomic charge list, values in e, 4 entries: C -0.05; C -0.36; C -0.12; C -0.75

=====

Record 7
Computed, not measured: one molecule with the formula C5H9Cl, with ωB97M-V/def2-TZVPD.

```
15
C5H9Cl ωB97M-V/def2-TZVPD
C 2.352 -0.455 -0.407
C 1.068 -0.844 0.434
C -0.035 0.102 0.099
C -1.346 -0.017 -0.019
C -2.327 1.102 -0.075
Cl -2.081 -1.685 -0.104
H 2.449 0.594 -0.304
H 3.353 -0.955 -0.063
H 2.051 -0.749 -1.399
H 0.760 -1.864 0.377
H 1.384 -0.607 1.458
H 0.091 1.192 0.243
H -1.850 2.019 0.250
H -3.181 0.900 0.632
H -2.688 1.267 -1.124
```

## Properties
Multiplicity: 1
HOMO-LUMO gap: 10.13 eV
Charge: 0
E: -17852.51377 eV

Löwdin atomic charge list, values in e, 4 entries: C -0.10; C -0.24; C -0.19; C -0.67

=====

Record 8
Computed, not measured: one molecule with the formula C5H9Cl, with ωB97M-V/def2-TZVPD.

```
15
C5H9Cl ωB97M-V/def2-TZVPD
Cl 2.026 -0.012 -0.031
C 0.355 0.000 0.363
C -0.419 1.212 -0.147
C -1.803 0.765 -0.003
C -1.812 -0.798 0.014
C -0.425 -1.151 -0.184
H 0.121 -0.202 1.403
H -0.107 1.341 -1.202
H -0.180 2.093 0.371
H -2.078 1.036 1.052
H -2.462 1.291 -0.686
H -2.553 -1.251 -0.605
H -2.113 -1.009 0.978
H -0.138 -2.085 0.230
H -0.318 -1.182 -1.266
```

## Properties
Multiplicity: 1
HOMO-LUMO gap: 11.53 eV
Charge: 0
E: -17852.93116 eV

Löwdin atomic charge list, values in e, 4 entries: Cl 0.67; C -0.79; C -0.24; C -0.19

=====

Record 9
Computed, not measured: C5H9Cl3FN2O7Pd as an isolated structure, with ωB97M-V/def2-TZVPD.

```
28
C5H9Cl3FN2O7Pd ωB97M-V/def2-TZVPD
Pd -0.018 -0.257 3.353
Cl -0.957 3.153 4.556
Cl -2.357 -2.247 4.455
Cl 2.985 -0.717 4.669
C -4.655 0.442 -0.567
N -3.571 1.261 -0.017
O -3.548 2.423 -0.402
O -2.853 0.811 0.832
H -4.456 0.522 -1.635
H -5.614 0.776 -0.171
H -4.571 -0.606 -0.280
C 0.216 -5.383 0.350
N -0.335 -3.980 0.184
O 0.212 -3.027 0.788
O -1.328 -3.890 -0.583
H 1.297 -5.392 0.214
H -0.156 -5.957 -0.498
H -0.083 -5.795 1.314
C 3.223 3.712 -1.925
C 3.217 2.300 -2.513
O 2.449 1.588 -1.598
C 2.356 2.277 -0.413
O 1.761 1.866 0.631
O 2.892 3.473 -0.562
F 4.476 1.852 -2.410
H 2.346 4.313 -2.167
H 4.171 4.235 -2.051
H 2.900 2.245 -3.554
```

## Properties
Multiplicity: 3
HOMO-LUMO gap (alpha / beta): 7.07 / 3.42 eV
<S²>: 2.007
Charge: -1
E: -66400.49273 eV

Löwdin atomic charge list, values in e, 4 entries: Pd 0.55; Cl -0.05; Cl -0.74; Cl -0.74

=====

Record 10
Computed, not measured: one molecule with the formula C5H9ClFN, with ωB97M-V/def2-TZVPD.

```
17
C5H9ClFN ωB97M-V/def2-TZVPD
C -2.113 -1.631 -0.366
N -0.975 -0.607 -0.713
C -0.167 -0.548 0.574
C -0.475 0.692 1.227
F -1.625 1.468 1.039
C 0.815 1.501 0.591
C 1.276 -0.009 0.315
Cl 1.699 -0.354 -1.268
H -2.992 -0.789 -0.088
H -2.209 -2.183 -1.516
H -1.737 -2.345 0.623
H -0.342 -0.980 -1.334
H -0.116 -1.405 1.236
H -0.268 0.626 2.275
H 0.614 2.240 -0.265
H 1.479 2.101 1.279
H 2.117 -0.240 0.937
```

## Properties
Multiplicity: 1
HOMO-LUMO gap: 10.43 eV
Charge: 0
E: -22056.90214 eV

Löwdin atomic charge list, values in e, 4 entries: C -0.11; N -0.10; C -0.37; C -0.29

=====

Record 11
Computed, not measured: one molecule with the formula C5H9ClN2, with ωB97M-V/def2-TZVPD.

```
17
C5H9ClN2 ωB97M-V/def2-TZVPD
C 1.479 -0.175 -0.464
C 0.679 -1.239 -0.470
C -1.031 0.322 -0.797
C 1.209 2.094 0.431
C -1.532 -1.772 0.521
N 0.931 1.052 -0.491
N -0.772 -0.971 -0.388
Cl -2.188 1.160 0.186
H 2.501 -0.400 -0.320
H 1.076 -2.280 -0.724
H -1.056 0.772 -1.735
H 0.482 2.177 1.154
H 2.102 1.818 0.862
H 1.169 3.141 0.018
H -1.003 -1.870 1.421
H -2.323 -1.120 0.705
H -1.724 -2.708 0.093
```

## Properties
Multiplicity: 1
HOMO-LUMO gap: 8.29 eV
Charge: 0
E: -20829.64839 eV

Löwdin atomic charge list, values in e, 4 entries: C -0.23; C -0.10; C -0.48; C -0.13

=====

Record 12
Computed, not measured: a 2-piece molecular cluster, C5H9ClO2PS overall, with ωB97M-V/def2-TZVPD.

```
19
C5H9ClO2PS ωB97M-V/def2-TZVPD
C -1.617 -2.794 -0.399
C -1.380 -1.810 0.247
C -1.354 -0.799 1.278
C -0.649 0.405 0.769
C -1.219 0.993 -0.568
O 1.932 0.932 -1.337
O 3.897 1.779 -0.076
P 2.464 1.029 0.025
S 2.678 -0.430 1.267
Cl -2.990 1.218 -0.611
H -1.749 -3.790 -0.748
H 1.649 2.001 0.768
H -0.651 -1.250 2.123
H -2.241 -0.719 1.730
H 0.444 0.270 0.788
H -0.702 1.197 1.645
H -0.619 1.894 -0.667
H -1.060 0.319 -1.337
H 4.207 2.094 0.783
```

## Properties
Multiplicity: 1
HOMO-LUMO gap: 7.74 eV
Charge: -1
E: -42073.72410 eV

Löwdin atomic charge list, values in e, 4 entries: C 0.11; C -0.16; C -0.26; C -0.33

=====

Record 13
Computed, not measured: C5H9ClO2S as an isolated structure, with ωB97M-V/def2-TZVPD.

```
18
C5H9ClO2S ωB97M-V/def2-TZVPD
C 0.011 -1.195 -0.694
C 0.194 2.077 -0.378
C -2.304 -1.821 -0.190
C 0.683 1.132 0.701
C 1.469 -0.049 0.077
O -0.044 -1.411 -1.860
O -0.987 -1.313 0.138
S 2.121 -1.156 1.354
Cl 2.524 0.301 -1.235
H 1.088 2.710 -0.619
H -0.289 1.703 -1.258
H -0.567 2.774 0.139
H -3.160 -1.087 -0.516
H -2.668 -2.232 0.706
H -2.180 -2.703 -0.946
H 1.369 1.825 1.134
H -0.039 0.788 1.440
H 2.778 -0.343 2.008
```

## Properties
Multiplicity: 1
HOMO-LUMO gap: 10.10 eV
Charge: 0
E: -32781.18636 eV

Löwdin atomic charge list, values in e, 4 entries: C -0.45; C -0.14; C -0.03; C -0.34

=====

Record 14
Computed, not measured: a 3-piece molecular cluster, C5H9ClO3P overall, with ωB97M-V/def2-TZVPD.

```
19
C5H9ClO3P ωB97M-V/def2-TZVPD
C -3.474 -0.216 1.249
C -2.465 0.553 1.755
C -0.103 -0.160 -1.752
C -1.531 1.309 1.995
C 1.467 -0.213 -1.663
O 2.631 -0.406 1.063
O 2.717 2.100 1.374
O 2.019 0.934 -1.039
P 1.876 1.012 0.791
Cl 1.430 -3.234 -0.018
H -3.930 -1.042 1.933
H -4.138 0.249 0.594
H -0.542 0.395 -2.656
H -0.598 -1.167 -1.869
H -0.325 0.342 -0.806
H -0.688 1.804 2.310
H 1.997 -1.101 0.706
H 1.898 0.015 -2.668
H 1.759 -1.175 -1.297
```

## Properties
Multiplicity: 1
HOMO-LUMO gap (alpha / beta): 5.69 / 6.24 eV
Charge: -1
E: -33283.40652 eV

Löwdin atomic charge list, values in e, 4 entries: C 0.00; C -0.24; C -0.09; C 0.11

=====

Record 15
Computed, not measured: one molecule with the formula C5H9ClS2, with ωB97M-V/def2-TZVPD.

```
17
C5H9ClS2 ωB97M-V/def2-TZVPD
C 3.099 0.373 0.982
S 2.321 -0.699 -0.220
C 0.757 0.094 -0.473
S 0.325 1.641 -0.306
C -0.193 -0.955 -1.041
C -1.056 -1.548 0.140
C -1.795 -0.581 0.956
Cl -3.024 0.369 0.054
H 3.280 1.387 0.524
H 4.066 -0.079 1.185
H 2.485 0.551 1.833
H -0.823 -0.447 -1.819
H 0.410 -1.750 -1.494
H -1.597 -2.433 -0.182
H -0.320 -2.020 0.913
H -2.243 -1.001 1.878
H -1.076 0.148 1.280
```

## Properties
Multiplicity: 1
HOMO-LUMO gap: 8.47 eV
Charge: 0
E: -39523.40503 eV

Löwdin atomic charge list, values in e, 4 entries: C -0.42; S 0.87; C -1.12; S 0.72

=====

Record 16
Computed, not measured: one molecule with the formula C5H9F, with ωB97M-V/def2-TZVPD.

```
15
C5H9F ωB97M-V/def2-TZVPD
C -1.128 -1.298 -0.767
C -0.985 -0.123 0.295
C -0.227 1.122 0.128
C 0.715 1.362 -1.021
C 0.293 0.039 1.057
F 1.167 -1.018 0.571
H -1.589 -0.775 -1.634
H -0.090 -1.397 -1.129
H -1.379 -2.367 -0.232
H -1.820 0.252 0.789
H -0.912 1.950 0.488
H 0.023 1.818 -1.828
H 1.337 0.418 -1.374
H 1.290 2.253 -0.445
H 0.627 0.399 2.080
```

## Properties
Multiplicity: 1
HOMO-LUMO gap: 10.46 eV
Charge: 0
E: -8044.82126 eV

Löwdin atomic charge list, values in e, 4 entries: C -0.04; C -0.28; C -0.34; C -0.09

=====

Record 17
Computed, not measured: C5H9F2N as an isolated structure, with ωB97M-V/def2-TZVPD.

```
17
C5H9F2N ωB97M-V/def2-TZVPD
C 0.130 -1.657 -1.004
C 0.219 -0.257 -0.068
C 0.842 0.814 -0.893
C -1.171 0.267 0.410
C -2.164 -0.697 0.517
H -0.055 -2.440 -0.272
H -0.428 -1.612 -1.852
H 1.184 -1.819 -0.819
H 1.512 0.546 1.420
H 0.099 -0.906 1.944
H 0.157 1.156 -1.722
H 0.829 1.730 -0.294
H -3.000 -0.362 1.030
H -1.947 -1.805 0.236
N 1.097 -0.507 1.179
F 2.065 0.582 -1.330
F -1.307 1.445 1.142
```

## Properties
Multiplicity: 1
HOMO-LUMO gap: 10.09 eV
Charge: 0
E: -12251.59802 eV

Löwdin atomic charge list, values in e, 4 entries: C 0.01; C -0.50; C -0.29; C -0.27

=====

Record 18
Computed, not measured: an isolated ion of composition C5H9FN and charge +1, with ωB97M-V/def2-TZVPD.

```
16
C5H9FN ωB97M-V/def2-TZVPD
C -1.888 0.163 0.360
C 0.837 1.053 0.119
C -0.021 0.408 -0.989
C -0.648 -1.740 0.115
C 1.998 0.297 0.571
N -0.882 -0.471 -0.196
F 2.419 -0.719 -0.143
H -2.465 -0.239 1.030
H -2.134 1.059 -0.060
H 1.231 2.079 -0.047
H 0.190 1.197 0.973
H -0.605 1.152 -1.326
H 0.528 -0.117 -1.916
H -0.195 -2.359 -0.630
H -1.062 -2.304 0.887
H 2.699 0.542 1.253
```

## Properties
Multiplicity: 1
HOMO-LUMO gap (alpha / beta): 9.09 / 5.52 eV
Charge: +1
E: -9526.12787 eV

Löwdin atomic charge list, values in e, 4 entries: C 0.19; C -0.14; C -0.07; C 0.19

=====

Record 19
Computed, not measured: a 2-piece molecular cluster, C5H9FO2 overall, with ωB97M-V/def2-TZVPD.

```
17
C5H9FO2 ωB97M-V/def2-TZVPD
C 1.418 -1.662 -0.089
C 1.561 -0.405 0.397
C 2.438 0.726 -0.174
F 0.768 0.051 1.359
H 0.688 -2.320 0.365
H 1.740 -1.882 -1.082
H 2.644 0.415 -1.163
H 1.732 1.483 -0.079
H 3.245 0.834 0.427
C -2.724 -0.403 0.128
C -1.589 0.493 -0.288
O -0.642 0.283 -1.059
O -1.681 1.749 0.323
H -2.442 -0.638 1.116
H -3.551 0.239 0.034
H -2.754 -1.211 -0.594
H -0.854 2.247 0.377
```

## Properties
Multiplicity: 1
HOMO-LUMO gap: 9.82 eV
Charge: 0
E: -12142.19951 eV

Löwdin atomic charge list, values in e, 4 entries: C 0.06; C -0.42; C 0.01; F 0.05

=====

Record 20
Computed, not measured: a 2-piece molecular cluster, C5H9FO2 overall, with ωB97M-V/def2-TZVPD.

```
17
C5H9FO2 ωB97M-V/def2-TZVPD
C -1.677 1.096 -1.088
C -1.472 0.133 0.041
F -1.298 0.638 1.299
C -1.140 -1.110 -0.204
O -0.824 -2.126 0.589
H -2.374 0.634 -1.861
H -2.105 1.940 -0.517
H -0.869 1.381 -1.774
H -1.092 -1.471 -1.222
H -0.163 -1.875 1.233
C 1.802 0.013 -0.167
C 2.002 0.311 1.318
O 2.995 0.541 1.897
H 1.522 -1.062 -0.397
H 2.751 0.354 -0.744
H 0.888 0.543 -0.311
H 1.052 0.058 1.908
```

## Properties
Multiplicity: 1
HOMO-LUMO gap: 9.99 eV
Charge: 0
E: -12140.93297 eV

Löwdin atomic charge list, values in e, 4 entries: C -0.04; C -0.35; F 0.04; C -0.23